This record from the Open Molecules 2025 dataset describes a molecular structure, C34H35N7Ru. The level of theory is the ωB97M-V functional and the def2-TZVPD basis.

Each line ends with the Löwdin spin population.
Element x y z (Å)
Ru: -0.08 -0.05 -2.20  0.603
N: 0.07 -2.03 -2.23  0.046
N: 0.42 1.00 5.30  0.000
N: 1.93 -0.31 -2.34  0.007
N: -2.05 -0.05 -2.00  0.051
N: 0.14 0.02 0.21  0.002
N: -0.50 1.96 -2.22  0.021
N: -0.64 -0.96 5.11  0.000
C: 0.49 1.09 7.82  0.000
C: 4.32 -3.17 -2.15  -0.007
C: 1.33 1.42 -4.65  -0.029
C: 2.36 -1.56 -2.19  -0.011
C: 2.83 0.77 -2.65  -0.002
C: 0.68 2.75 -4.27  0.000
C: 1.43 -3.71 -1.19  0.058
C: -1.68 2.26 -1.67  -0.015
C: 2.75 1.19 -4.13  0.000
C: -4.32 2.01 0.13  -0.016
C: 0.38 2.97 -2.77  -0.003
C: -2.86 -1.23 -2.05  0.002
C: -1.03 -2.95 -2.36  0.002
C: 0.57 1.14 2.28  -0.001
C: 3.87 -4.21 -1.34  0.060
C: -0.49 -0.69 6.43  0.000
C: -0.53 -0.99 2.27  0.001
C: -2.15 3.57 -1.48  0.076
C: 1.27 -2.50 -1.85  -0.015
C: 2.59 -4.41 -0.86  -0.011
C: 0.62 1.05 0.91  -0.002
C: -0.56 -0.88 8.79  0.000
C: -0.02 0.09 3.02  0.000
C: -0.09 0.04 4.45  0.000
C: -2.49 1.05 -1.36  -0.021
C: -3.28 4.06 -0.82  -0.011
C: -0.43 -0.98 0.91  0.002
C: -4.22 3.38 -0.06  0.077
C: 0.18 0.56 6.57  0.000
C: 0.10 0.35 8.92  0.000
C: -0.86 -1.41 7.56  0.000
C: -3.60 1.00 -0.51  0.072
C: -2.25 -2.27 -2.99  0.000
C: 3.68 -1.98 -2.46  0.058
H: -0.26 2.84 -4.81  0.000
H: 0.32 0.72 9.91  0.000
H: 0.88 1.85 5.04  0.000
H: -3.87 -0.96 -2.41  0.001
H: 4.30 -1.27 -2.99  0.003
H: -0.81 -1.81 0.33  0.000
H: -0.83 -1.42 9.69  0.000
H: -1.54 4.36 -1.89  0.004
H: 3.35 2.09 -4.27  -0.001
H: -0.72 -3.80 -2.99  0.001
H: 0.67 0.59 -4.32  -0.011
H: 1.32 2.97 -2.21  0.000
H: -0.99 -1.82 2.80  0.000
H: -3.40 5.13 -0.88  -0.002
H: 4.61 -4.95 -1.07  0.003
H: -1.95 -1.78 -3.93  -0.001
H: -4.95 3.99 0.45  0.004
H: 3.20 0.40 -4.73  0.000
H: -5.09 1.67 0.81  -0.003
H: -3.00 -3.03 -3.22  0.000
H: -1.37 -2.36 7.46  0.000
H: -3.95 0.01 -0.27  0.005
H: 0.52 -4.16 -0.82  0.004
H: 3.88 0.52 -2.41  -0.001
H: 1.08 1.85 0.34  0.000
H: 1.00 2.03 7.92  0.000
H: 2.45 -5.26 -0.21  -0.002
H: -2.97 -1.68 -1.06  0.003
H: 1.37 1.39 -5.74  -0.002
H: 0.98 2.00 2.78  0.000
H: 5.34 -3.26 -2.51  -0.002
H: -0.04 3.97 -2.68  -0.001
H: -1.34 -3.36 -1.38  0.003
H: 2.57 1.61 -2.00  0.000
H: 1.33 3.57 -4.59  -0.001

The highest occupied orbital energy (alpha / beta) comes out at -9.6 / -9.8 eV. Its spin multiplicity is 2. The calculation puts the HOMO-LUMO gap (alpha / beta) at 6.218 / 5.965 eV. For the largest force on an atom, the calculation gives 1.74 eV Å⁻¹. As for the net charge: +1. The calculation puts the energy above the lowest of the compared OMol25 structures with the same formula, charge and spin at 0.0 kcal per mole. The expectation value of S² is 1.22. For the total energy, the calculation gives -1794.56318 Ha.